Here is one molecule with the formula C17H24N4O4S from the Open Molecules 2025 dataset. Energies are from wB97M-V/def2-TZVPD.

Summary:
**Total energy**: -43004.7780 eV
**ΔE to the lowest compared entry with this formula, charge and spin**: 18.3 kcal/mol
**HOMO level**: -8.5 eV
**Orbital gap**: 8.692 eV
**Structure (SMILES)**: CCCN1CCN(S(=O)(=O)c2ccc3c(c2)NC(=O)[C@H](C)C(=O)N3)CC1
**Multiplicity**: 1

Each line ends with the natural charge from an NBO analysis.
Positions of all 50 atoms, in Å:
C -1.4367 -2.2310 -0.3604  -0.606
C -1.2529 -1.3259 0.8518  -0.420
C -2.1155 -1.8013 2.0314  -0.199
N -2.2140 -0.9415 3.1903  -0.447
C -2.8729 0.3400 2.9924  -0.217
C -1.9059 1.5351 3.1092  -0.248
N -0.5978 1.1227 2.6550  -0.690
S 0.4389 2.2869 2.0557  2.336
O -0.3515 3.3831 1.5798  -0.938
O 1.5130 2.5418 2.9723  -0.933
C 1.0798 1.3885 0.6475  -0.322
C 2.2397 0.6426 0.7531  -0.191
C 2.6313 -0.1369 -0.3165  -0.245
C 1.8835 -0.1786 -1.4959  0.209
C 0.7140 0.5971 -1.5979  0.106
C 0.3274 1.3711 -0.5044  -0.192
N -0.1263 0.5489 -2.7053  -0.615
C 0.1906 0.4451 -4.0341  0.697
O -0.6719 0.3868 -4.8727  -0.571
C 1.6829 0.4370 -4.3219  -0.425
C 1.9501 0.6482 -5.8065  -0.590
C 2.2199 -0.9068 -3.8610  0.696
O 2.5906 -1.7886 -4.5933  -0.571
N 2.2866 -1.0529 -2.4995  -0.633
C 0.0282 0.1414 3.5148  -0.249
C -1.0543 -0.8327 4.0377  -0.226
H -0.8038 -1.9060 -1.1832  0.208
H -1.1737 -3.2570 -0.1125  0.204
H -2.4710 -2.2189 -0.6970  0.204
H -1.5281 -0.3020 0.5952  0.196
H -0.2006 -1.3190 1.1378  0.192
H -3.1382 -1.9586 1.6726  0.191
H -1.7419 -2.7677 2.3821  0.193
H -3.3557 0.3402 2.0151  0.200
H -3.6546 0.4496 3.7558  0.195
H -1.8594 1.8895 4.1486  0.179
H -2.2193 2.3662 2.4786  0.245
H 2.8163 0.6907 1.6623  0.247
H 3.5229 -0.7424 -0.2489  0.222
H -0.5699 1.9685 -0.5443  0.243
H -1.1018 0.7552 -2.5245  0.417
H 2.1522 1.2207 -3.7160  0.239
H 3.0184 0.6213 -6.0023  0.219
H 1.4710 -0.1416 -6.3779  0.241
H 1.5460 1.6044 -6.1267  0.220
H 2.8207 -1.8587 -2.1959  0.415
H 0.5415 0.6319 4.3532  0.205
H 0.7808 -0.3808 2.9195  0.201
H -0.6218 -1.8249 4.1739  0.213
H -1.4070 -0.4811 5.0127  0.196



Here is a 3-piece molecular cluster, C3H14NO3 overall from the Open Molecules 2025 dataset. Energies are from wB97M-V/def2-TZVPD.

Summary:
**Total energy**: -10963.1496 eV
**ΔE to the lowest compared entry with this formula, charge and spin**: 42.8 kcal/mol
**Charge**: +1
**HOMO level**: -14.6 eV
**Orbital gap**: 11.561 eV
**Multiplicity**: 1

Each line ends with the natural charge from an NBO analysis.
Positions of all 21 atoms, in Å:
C 1.1533 -0.8765 -0.8953  -0.051
O 1.7202 -0.2477 0.2050  -0.774
C -0.3145 -1.1148 -0.3499  -0.063
C -1.1496 -2.3650 -0.7061  -0.658
N -0.1910 -0.9530 1.1629  -0.715
H 1.2597 -0.2892 -1.7241  0.207
H 1.5787 -1.9226 -0.9258  0.169
H 2.7019 -0.1910 0.2889  0.516
H -0.7687 -0.1598 -0.6787  0.242
H -0.9337 -3.2595 -0.2489  0.228
H -1.0775 -2.4386 -1.7953  0.252
H -2.2136 -2.2176 -0.7206  0.246
H 0.4107 -1.6785 1.4584  0.419
H 0.2913 0.0146 1.4416  0.520
H -1.1286 -1.0061 1.6514  0.434
H 0.2616 2.6385 1.0136  0.497
H -0.6839 2.2409 2.1400  0.487
O -0.2816 1.8607 1.3214  -0.957
H -1.3401 2.9873 -1.8116  0.488
H -0.9092 3.3786 -0.3718  0.466
O -0.7195 2.7259 -1.0450  -0.953



Here is C19H39AsBrCoNO3Si3 as an isolated structure from the Open Molecules 2025 dataset. Energies are from wB97M-V/def2-TZVPD.

Summary:
**Total energy**: -220108.0233 eV
**Charge**: +1
**HOMO level (spin up / spin down)**: -12.0 / -12.4 eV
**Orbital gap (spin up / spin down)**: 8.862 / 7.783 eV
**Multiplicity**: 5

Each line ends with the natural charge from an NBO analysis.
Positions of all 68 atoms, in Å:
Co 0.1771 -0.6375 0.1738  1.589
Br -3.3266 -1.0633 0.7419  0.129
C -2.2464 -2.5842 0.4903  0.151
C -2.8203 -3.8387 0.3970  -0.248
C -1.9799 -4.9294 0.2335  -0.115
C -0.6067 -4.7427 0.1887  -0.200
C -0.1255 -3.4594 0.2894  0.103
N -0.9323 -2.3958 0.4295  -0.574
C 1.3547 -3.1388 0.2590  0.745
O 2.1653 -4.0200 0.3407  -0.546
O 1.6098 -1.8482 0.1814  -0.821
H -3.8926 -3.9492 0.4542  0.254
H -2.4016 -5.9230 0.1488  0.245
H 0.0977 -5.5569 0.0805  0.268
C -0.1311 1.5602 -3.1004  -0.621
C -0.5017 0.1979 -2.5412  0.232
C -1.9091 -0.2006 -2.9542  -0.619
C 0.5066 -0.8562 -2.9665  -0.637
O -0.4939 0.3218 -1.0990  -0.740
H -0.1140 1.5218 -4.1901  0.228
H 0.8580 1.8631 -2.7474  0.215
H -0.8592 2.3106 -2.7885  0.220
H -1.9497 -0.3657 -4.0327  0.228
H -2.6243 0.5818 -2.6886  0.222
H -2.2057 -1.1251 -2.4495  0.206
H 0.5197 -0.9537 -4.0521  0.236
H 0.2451 -1.8329 -2.5444  0.204
H 1.5130 -0.5904 -2.6320  0.221
C -2.0124 -0.4132 4.3877  -1.148
Si -0.1685 -0.4960 4.3158  1.520
C 0.4538 -2.2375 4.3096  -1.137
C 0.5683 0.4931 5.6878  -1.142
As 0.5305 0.4645 2.2535  -0.674
Si 2.9569 0.4799 2.1993  1.550
C 3.5018 1.5539 3.6077  -1.147
C 3.3100 1.2331 0.5416  -1.138
C 3.6522 -1.2079 2.3929  -1.156
Si -0.3729 2.6703 2.0292  1.526
C -0.0111 3.6511 3.5549  -1.143
C 0.4048 3.4046 0.5238  -1.147
C -2.1885 2.4321 1.8076  -1.149
H -2.3704 -1.0945 5.1664  0.259
H -2.4846 -0.6965 3.4430  0.248
H -2.3415 0.5959 4.6506  0.248
H -0.0653 -2.8194 5.0786  0.259
H 1.5225 -2.2690 4.5323  0.250
H 0.2927 -2.7289 3.3459  0.240
H 0.1814 0.0998 6.6354  0.261
H 0.2915 1.5486 5.6222  0.250
H 1.6580 0.4240 5.7112  0.250
H 2.7931 2.3457 3.8394  0.238
H 4.4637 2.0217 3.3685  0.261
H 3.6465 0.9458 4.5045  0.249
H 3.2264 2.3211 0.5760  0.248
H 2.6169 0.8614 -0.2167  0.231
H 4.3200 0.9732 0.2098  0.263
H 3.1389 -1.7804 3.1674  0.245
H 4.6998 -1.1006 2.6925  0.258
H 3.5994 -1.7779 1.4633  0.280
H 1.0048 3.5038 3.9174  0.244
H -0.7064 3.3991 4.3609  0.248
H -0.1330 4.7161 3.3282  0.262
H 1.4149 3.7667 0.7327  0.247
H -0.1956 4.2533 0.1788  0.259
H 0.4527 2.6728 -0.2872  0.253
H -2.6042 1.7433 2.5469  0.246
H -2.4011 2.0391 0.8100  0.253
H -2.6965 3.3962 1.9134  0.258



Short version: F_max = 0.019, 0.113, 0.016 hartree/bohr, in the order given.